1.
Computed, not measured: a single C20H15BrFN3O4S molecule at a distorted geometry, with ωB97M-V/def2-TZVPD.

Last column: Mulliken charge in e.
Geometry (Å):
O  -1.06113  -0.01587  -4.10613  -0.722
S  -1.38531  0.32545  -2.75211  1.239
O  -2.60346  1.20308  -2.88572  -0.718
C  0.05976  1.05207  -1.91765  0.122
C  -0.15550  2.30853  -1.33403  -0.145
C  0.92249  3.06651  -0.95593  -0.612
C  2.18829  2.54434  -1.16799  -0.523
C  2.36140  1.32692  -1.69327  -0.584
C  1.28067  0.42364  -2.05259  0.405
F  1.44592  -0.82670  -2.33314  -0.270
N  -1.76600  -1.13370  -1.85097  0.181
C  -1.52696  -2.37676  -2.51333  -0.551
C  -0.98610  -3.42739  -1.56778  0.076
C  0.00864  -3.36582  -0.59788  0.112
C  -0.12892  -4.59094  0.11144  -0.685
C  -1.20684  -5.29651  -0.46742  -0.508
O  -1.59689  -4.63039  -1.61676  -0.388
C  -2.63392  -0.98979  -0.67022  -0.832
C  -2.16427  0.04500  0.38129  0.378
N  -2.69962  1.12004  0.87078  -0.525
N  -1.92048  1.78488  1.82462  -0.513
C  -0.73315  1.15345  1.68019  0.617
C  0.49308  1.42233  2.45630  0.593
C  0.49345  2.71941  2.95112  -0.629
C  1.62640  3.15892  3.65114  -0.657
C  2.65435  2.29875  3.96172  -0.420
C  2.62140  1.05136  3.52423  -0.769
C  1.59844  0.61550  2.70728  0.147
Br  1.61396  -1.18726  2.05975  -0.110
O  -0.86285  0.04843  0.85376  0.096
H  -1.21887  2.62347  -1.41634  0.415
H  0.69859  4.13014  -0.63981  0.361
H  3.01392  3.19015  -0.89728  0.436
H  3.36731  0.96798  -1.74730  0.430
H  -2.42253  -2.78104  -3.08461  0.184
H  -0.66386  -2.30042  -3.21572  0.331
H  0.67897  -2.57268  -0.41372  0.540
H  0.36741  -4.88851  1.01248  0.397
H  -1.42490  -6.28153  -0.10252  0.445
H  -2.78580  -1.83099  -0.07642  0.575
H  -3.68302  -0.79748  -1.12369  0.284
H  -0.22783  3.49411  2.74800  0.438
H  1.57550  4.15899  4.02883  0.396
H  3.46086  2.68196  4.60260  0.357
H  3.32740  0.37839  3.77481  0.607

Summary:
HOMO level = -8.56 eV
F_max = 4.91 eV/Å
energy above the lowest of the compared OMol25 structures with the same formula, charge and spin = 47.0 kcal per mole
total charge = 0
frontier orbital gap = 0.3106 Eh
SMILES = O=S(=O)(c1ccccc1F)N(Cc1ccco1)Cc1nnc(-c2ccccc2Br)o1
lowest unoccupied orbital energy = -0.1 eV

2.
Computed, not measured: C20H15FN7O4Rh as an isolated structure at a distorted geometry, with ωB97M-V/def2-TZVPD.

Last column: Mulliken charge in e.
Geometry (Å):
Rh  -0.50242  -0.46438  0.62176  0.787
N  -0.23842  3.11930  2.95096  0.061
C  -0.67957  1.99272  2.44311  -0.287
N  0.00546  1.26386  1.58556  -0.216
C  1.28616  1.69404  1.15735  0.333
N  1.98852  0.97972  0.32678  -1.245
N  1.30159  -0.15668  -0.04544  0.317
C  1.81602  -1.07150  -0.78516  -0.260
C  0.94029  -2.19377  -1.12273  0.732
C  1.32627  -3.22392  -1.94662  -0.728
C  0.40854  -4.24532  -2.21404  -0.293
C  -0.84147  -4.18822  -1.64251  -0.873
C  -1.16679  -3.11846  -0.80678  0.034
N  -0.30206  -2.14697  -0.55734  -0.052
C  1.79124  2.95082  1.68435  0.694
C  3.03276  3.46963  1.30813  -0.349
C  3.46129  4.66515  1.84436  -0.805
C  2.66605  5.35643  2.76049  -0.428
C  1.43464  4.86101  3.14479  -0.898
C  1.01004  3.65984  2.59801  0.387
H  -0.81327  3.61392  3.62041  0.294
H  -1.65225  1.63696  2.75974  0.481
H  2.84245  -0.99655  -1.12991  0.476
H  2.31944  -3.23984  -2.37417  0.437
H  0.68800  -5.06585  -2.86050  0.460
H  -1.58718  -4.94873  -1.82431  0.429
H  -2.13998  -3.04263  -0.34878  0.673
H  3.63953  2.92260  0.60077  0.498
H  4.42014  5.07289  1.55687  0.443
H  3.01751  6.29135  3.17490  0.432
H  0.81522  5.39450  3.85444  0.400
F  -5.55352  2.68308  -3.93059  -0.274
C  -5.04814  1.56251  -3.44675  0.174
C  -4.95944  1.34690  -2.13647  0.057
N  -4.43425  0.15132  -1.64482  0.170
C  -4.27058  -0.09589  -0.23689  -1.030
C  -2.82866  -0.22752  0.15928  1.459
O  -2.44166  -0.80533  1.21196  -0.685
O  -1.86427  0.25481  -0.54970  -0.666
C  -3.95820  -0.83815  -2.47719  0.385
O  -3.43784  -1.84326  -2.01335  -0.602
N  -4.09207  -0.59557  -3.80997  -0.060
C  -4.59780  0.56396  -4.42912  0.330
O  -4.62878  0.68207  -5.61818  -0.520
H  -5.30999  2.06513  -1.40979  0.366
H  -4.76229  -1.01952  0.07233  0.290
H  -4.71482  0.71959  0.33572  0.416
H  -3.76356  -1.32099  -4.43421  0.251

Summary:
HOMO level = -14.13 eV
F_max = 1.24 eV/Å
energy above the lowest of the compared OMol25 structures with the same formula, charge and spin = 0.1 kcal per mole
total charge = +2
frontier orbital gap = 0.2117 Eh
lowest unoccupied orbital energy = -8.4 eV

3.
Computed, not measured: C20H15FeN2O5S2 as an isolated structure at a distorted geometry, with ωB97M-V/def2-TZVPD.

Last column: Mulliken spin population.
Geometry (Å):
Fe  0.04923  2.49635  2.06455  1.119
C  -2.31333  -0.49478  3.80453  0.000
C  -1.39505  -1.50831  4.02089  0.002
C  -0.06563  -1.30628  3.68998  -0.001
C  0.31319  -0.08713  3.15423  0.002
N  -0.58417  0.88872  2.96492  -0.019
C  -1.86685  0.69702  3.26815  0.007
C  1.67332  0.26145  2.70918  0.002
C  2.78253  -0.54633  2.87388  0.000
C  4.01406  -0.07518  2.44441  0.001
C  4.09109  1.18108  1.87439  -0.001
C  2.93609  1.93317  1.73408  -0.001
N  1.75548  1.47112  2.13458  -0.034
H  -3.35967  -0.61659  4.04233  0.000
H  -1.71139  -2.45530  4.43690  0.000
H  0.66207  -2.09077  3.83313  0.000
H  -2.53065  1.52759  3.06756  -0.001
H  2.69203  -1.51857  3.33465  0.000
H  4.90042  -0.68344  2.56312  0.000
H  5.03240  1.59183  1.53966  0.000
H  2.93017  2.92221  1.29963  -0.001
O  0.15961  6.09301  2.74542  -0.003
S  0.22933  4.71407  2.42764  -0.001
O  0.46213  3.74455  3.57690  -0.015
O  1.23959  4.24515  1.42491  -0.011
O  -1.05257  4.08497  1.83354  0.006
C  -0.43501  -3.78269  -6.73909  0.000
C  -1.17302  -3.45098  -5.47225  0.000
O  -1.12938  -4.11179  -4.47520  0.000
S  -2.17031  -1.93717  -5.60613  0.000
C  -1.74650  -1.11918  -4.08709  0.001
C  -1.23003  0.16910  -4.16775  -0.001
C  -0.90640  0.86306  -3.01448  0.001
C  -1.07771  0.27458  -1.76022  -0.002
C  -1.60526  -1.01792  -1.69399  0.002
C  -1.95109  -1.70728  -2.84290  -0.001
C  -0.72172  0.98069  -0.56457  0.015
C  -0.40410  1.58613  0.43525  -0.068
H  0.03642  -4.75790  -6.64661  0.000
H  0.31113  -3.00954  -6.92282  0.000
H  -1.12304  -3.76757  -7.58658  0.000
H  -1.07833  0.62676  -5.13674  0.000
H  -0.50643  1.86614  -3.07631  0.000
H  -1.75691  -1.47596  -0.72521  -0.001
H  -2.37575  -2.69808  -2.78048  0.000

Summary:
HOMO level (alpha / beta) = -8.07 / -8.06 eV
F_max = 2.30 eV/Å
energy above the lowest of the compared OMol25 structures with the same formula, charge and spin = 0.0 kcal per mole
total charge = 0
frontier orbital gap (alpha / beta) = 0.2507 / 0.2453 Eh
lowest unoccupied orbital energy (alpha / beta) = -1.2 / -1.4 eV
2S+1 = 2